Below is a single C10H12OS molecule, with properties calculated with wB97M-V/def2-TZVPD.

Structure (XYZ):
```
24
Properties=species:S:1:pos:R:3:mulliken_charge:R:1
C -0.752 -0.656 3.525 -0.6952
C -1.830 -0.229 2.722 -0.4564
C 0.463 -0.885 2.885 -0.3380
C -1.615 0.073 1.381 -0.5601
C 0.717 -0.667 1.532 -0.6949
C -0.346 -0.166 0.835 0.5019
C 1.118 0.563 -2.581 -0.6104
C 1.326 -0.109 -1.261 -1.1525
C -0.095 -0.104 -3.159 -0.6848
C 0.048 0.250 -0.543 1.0770
O 0.026 2.020 -0.494 -0.6082
S -1.293 -0.238 -1.697 -0.1099
H -0.875 -0.814 4.532 0.5062
H -2.890 -0.028 3.055 0.2866
H 1.309 -1.269 3.545 0.2401
H -2.406 0.368 0.722 0.3867
H 1.696 -0.767 1.052 0.3265
H 1.111 1.637 -2.444 0.3473
H 2.007 0.416 -3.371 0.2722
H 1.457 -1.186 -1.347 0.3325
H 2.152 0.288 -0.770 0.5860
H -0.625 0.248 -4.011 0.4473
H 0.104 -1.127 -3.508 0.2989
H -0.807 2.381 -0.599 0.3011
```

The LUMO energy comes out at 0.721 eV. Its total energy is -23445.4753 eV. The total charge is 0. The value obtained for the relative energy (zero: lowest compared OMol25 entry of this formula, charge and spin) is 1.388 eV. The SMILES is O[C@]1(c2ccccc2)CCCS1.

Below is 5 unconnected molecules or ions with the total composition C2H16N2O4, with properties calculated with wB97M-V/def2-TZVPD.

Structure (XYZ):
```
24
Properties=species:S:1:pos:R:3:mulliken_charge:R:1
C -1.485 0.534 -1.598 -0.4604
C -2.770 -0.331 -1.394 -0.5353
N -2.369 -1.724 -1.058 -0.5540
N -1.242 1.272 -0.332 -0.6062
H -0.646 -0.139 -1.722 0.3131
H -1.732 1.284 -2.346 0.3498
H -3.396 0.004 -0.572 0.3504
H -3.337 -0.316 -2.331 0.3407
H -2.054 -2.235 -1.863 0.1831
H -3.157 -2.176 -0.635 0.2105
H -0.315 1.656 -0.236 0.2258
H -1.853 2.075 -0.202 0.1727
H 2.367 3.694 1.631 0.3093
H 2.228 2.312 1.975 0.3146
O 1.656 3.050 1.635 -0.6158
H 2.098 -1.394 1.917 0.2722
H 0.905 -1.860 1.068 0.4139
O 1.846 -2.024 1.269 -0.6767
H 3.164 -0.449 -0.483 0.3420
H 4.559 -0.418 0.125 0.3124
O 4.019 0.026 -0.524 -0.6477
H -1.169 -1.481 0.860 0.3620
H -0.799 0.015 1.030 0.3855
O -0.658 -0.884 1.415 -0.7620
```

The LUMO energy comes out at 0.612 eV. Its total energy is -13503.5781 eV. The total charge is 0. The value obtained for the relative energy (zero: lowest compared OMol25 entry of this formula, charge and spin) is 1.354 eV. The SMILES is NCCN.O.O.O.O.

Below is a molecular structure, C24H33ClN7SV, with properties calculated with wB97M-V/def2-TZVPD.

Structure (XYZ):
```
67
Properties=species:S:1:pos:R:3:mulliken_charge:R:1
V -0.241 0.409 -0.495 -0.4306
C 4.013 0.561 -0.510 -2.1617
C 2.553 0.889 -0.549 0.9992
N 1.653 0.305 0.255 1.0785
N 2.221 -0.561 1.180 -0.7817
C 1.608 -1.350 2.097 0.5253
N 2.551 -2.135 2.732 -0.5601
S 0.012 -1.426 2.502 -0.3903
C 2.034 1.799 -1.501 0.6028
C 2.809 2.640 -2.335 -1.1500
C 2.205 3.577 -3.115 -0.7674
C 0.789 3.724 -3.082 -1.1587
C 0.076 2.874 -2.302 -0.4353
N 0.647 1.885 -1.546 1.2714
H 4.173 -0.513 -0.652 0.3984
H 4.483 0.859 0.434 0.3959
H 4.551 1.065 -1.304 0.3859
H 3.219 -0.597 1.176 0.3150
H 3.367 -2.436 2.223 0.1813
H 2.147 -2.822 3.345 0.2498
H 3.887 2.563 -2.331 0.2925
H 2.806 4.229 -3.736 0.4083
H 0.282 4.493 -3.648 0.4800
H -1.000 2.950 -2.234 0.6065
Cl 2.160 4.686 4.576 -0.2526
C 1.097 3.731 3.566 0.4264
C 0.893 4.092 2.248 -1.0390
C 0.060 3.314 1.452 0.2076
C -0.584 2.168 1.932 0.2788
C -1.410 1.289 1.030 -1.3030
C -0.380 1.867 3.280 0.0007
C 0.454 2.625 4.091 -0.9555
H 1.384 4.970 1.845 0.4152
H -0.085 3.610 0.418 0.2572
H -2.036 1.925 0.385 0.5298
H -2.053 0.619 1.595 0.5424
H -0.872 1.001 3.701 0.4356
H 0.605 2.357 5.129 0.4105
C 0.548 -3.450 -0.555 -1.6430
C -0.069 -2.432 -1.511 1.3789
C -1.403 -2.958 -2.050 -1.4833
C 0.892 -2.177 -2.672 -1.3976
N -0.339 -1.191 -0.799 -0.1008
H 0.672 -4.413 -1.060 0.4726
H -0.082 -3.583 0.326 0.3278
H 1.531 -3.106 -0.218 0.2557
H -1.263 -3.917 -2.558 0.4516
H -1.840 -2.247 -2.758 0.1767
H -2.112 -3.097 -1.228 0.3320
H 1.161 -3.107 -3.182 0.4734
H 1.808 -1.708 -2.302 0.1729
H 0.433 -1.503 -3.401 0.1755
C -2.879 0.376 -5.472 -1.4246
C -2.912 0.362 -3.978 0.6616
C -3.892 0.007 -3.081 -1.3236
C -3.320 0.169 -1.800 0.5162
N -2.076 0.612 -1.902 0.5357
N -1.849 0.717 -3.235 0.0079
C -3.924 -0.157 -0.473 -1.3885
H -3.887 0.269 -5.865 0.3792
H -2.275 -0.445 -5.864 0.2862
H -2.465 1.309 -5.858 0.3431
H -4.887 -0.344 -3.312 0.4381
H -0.943 1.010 -3.556 0.1832
H -4.822 -0.756 -0.616 0.3864
H -4.194 0.745 0.076 0.2894
H -3.217 -0.717 0.138 0.2082
```

The LUMO energy (spin up / spin down) comes out at 0.363 / -0.474 eV. Its total energy is -84899.1981 eV. Its multiplicity is 3. The total charge is 0. The value obtained for the relative energy (zero: lowest compared OMol25 entry of this formula, charge and spin) is 0.630 eV.

Below is 4 unconnected molecules or ions with the total composition C2H10O5, with properties calculated with wB97M-V/def2-TZVPD.

Structure (XYZ):
```
17
Properties=species:S:1:pos:R:3:mulliken_charge:R:1
O -0.028 1.066 -0.234 -0.0582
C -0.863 0.289 -0.004 0.8244
O -1.092 -0.611 -1.063 -0.3149
C -1.671 -0.036 1.211 -0.9547
H -0.694 -0.243 -1.929 0.4357
H -2.733 0.083 0.992 0.3367
H -1.427 0.522 2.176 0.3651
H -1.486 -1.138 1.555 0.3146
H 0.802 3.586 0.694 0.2721
H 1.829 3.025 1.370 0.3193
O 1.632 3.926 0.898 -0.5730
H 1.797 -1.968 1.856 0.2895
H 3.247 -1.747 1.804 0.3292
O 2.416 -1.622 1.296 -0.6122
H -0.030 -2.323 -3.653 0.3437
H -1.317 -1.394 -3.554 0.3479
O -0.381 -1.415 -3.415 -0.6652
```

The LUMO energy (spin up / spin down) comes out at -4.950 / -10.415 eV. Its total energy is -12462.4887 eV. Its multiplicity is 2. The total charge is +1. The value obtained for the relative energy (zero: lowest compared OMol25 entry of this formula, charge and spin) is 1.433 eV.

Below is 3 unconnected molecules or ions with the total composition C17H32BN3O3, with properties calculated with wB97M-V/def2-TZVPD.

Structure (XYZ):
```
56
Properties=species:S:1:pos:R:3:mulliken_charge:R:1
C 0.440 -0.290 3.199 -1.9016
C 0.363 1.005 2.389 0.8501
C -0.431 2.042 3.189 -1.5851
C -0.146 0.786 0.929 1.0288
C -0.918 -0.519 0.700 -1.7107
C -1.010 1.918 0.394 -1.1493
O -0.288 3.167 0.388 -0.4035
B -0.218 3.868 -0.776 0.4405
C 0.811 3.457 -1.891 0.2067
C 0.712 4.000 -3.172 -0.5231
C 1.561 3.545 -4.173 -0.3486
C 2.494 2.584 -3.854 -0.4844
C 2.556 2.116 -2.541 -0.2878
N 1.737 2.524 -1.587 -0.2603
H 0.949 -1.099 2.677 0.3975
H -0.557 -0.640 3.477 0.3051
H 0.988 -0.097 4.126 0.5558
H 1.386 1.384 2.308 0.2513
H -0.099 2.028 4.230 0.4674
H -1.504 1.835 3.171 0.2878
H -0.277 3.050 2.807 0.3352
H 0.735 0.775 0.280 -0.0217
H -1.101 -0.658 -0.369 0.4673
H -1.891 -0.508 1.199 0.3244
H -0.371 -1.393 1.048 0.3993
H -1.324 1.653 -0.621 0.4044
H -1.916 2.051 0.989 0.4485
H -0.954 4.800 -0.979 -0.1370
H -0.040 4.753 -3.376 0.3402
H 1.479 3.930 -5.183 0.4326
H 3.164 2.179 -4.604 0.4354
H 3.287 1.360 -2.270 0.3873
C 0.641 -4.727 4.779 -1.4255
C -0.465 -3.745 4.462 0.8860
O -0.738 -3.429 3.319 -0.6158
N -1.147 -3.214 5.514 -0.1432
C -0.956 -3.463 6.927 -0.8671
H 1.079 -5.047 3.839 0.3157
H 1.414 -4.263 5.393 0.3604
H 0.255 -5.598 5.309 0.3875
H -1.867 -2.565 5.238 0.2311
H -1.860 -3.876 7.379 0.2909
H -0.696 -2.545 7.456 0.2923
H -0.151 -4.176 7.072 0.3161
C 0.034 0.327 -4.747 -0.6974
C -1.008 -0.767 -4.791 0.5430
O -1.765 -0.971 -3.859 -0.6516
N -1.073 -1.523 -5.922 -0.1543
C -0.261 -1.422 -7.116 -0.8094
H -0.049 0.821 -3.783 -0.1252
H 1.042 -0.078 -4.850 0.4098
H -0.129 1.062 -5.536 0.4093
H -1.787 -2.234 -5.890 0.2406
H -0.876 -1.209 -7.993 0.2775
H 0.288 -2.347 -7.298 0.2784
H 0.459 -0.618 -7.006 0.2983
```

The LUMO energy comes out at 0.221 eV. Its total energy is -29438.2597 eV. The total charge is 0. The SMILES is CC(C)[C@@H](C)COBc1ccccn1.CNC(C)=O.CNC(C)=O.